Record 1
DFT (ωB97M-V with the def2-TZVPD basis set) results for a structure of composition C29H30MnNO4 in a non-equilibrium geometry.

```
65
Properties=species:S:1:pos:R:3:forces:R:3:nbo_charge:R:1
C 2.2326 -0.2707 1.5376 1.6993 1.1886 -0.3561 -0.3339
C 2.2265 -0.9963 0.3025 0.7055 0.6743 0.0938 -0.3012
C 1.7733 -0.1053 -0.7354 1.1917 1.2031 -0.3657 -0.3220
H 2.6086 -2.0051 0.1498 -0.2974 0.3465 0.1072 0.2539
C 1.5360 1.1753 -0.1402 0.4770 -0.8717 -0.5815 -0.3387
C 1.7881 1.0652 1.2599 1.4335 -0.5666 0.0349 -0.2313
H 1.3727 2.1137 -0.6803 -0.2989 -0.5711 0.2869 0.2492
C -1.2218 -1.7796 1.9135 0.1125 -1.9394 -0.7603 -0.2637
C -0.0721 -2.4925 1.4192 -1.9729 -0.2882 0.3682 -0.3220
C -0.1435 -2.4539 -0.0334 -1.6716 -0.2855 0.0613 -0.3108
H 0.6555 -3.0507 2.0033 -0.1903 0.4689 -0.1037 0.2728
C -1.3512 -1.7649 -0.4115 0.1371 -1.1862 0.4690 -0.1241
C -1.9719 -1.3105 0.7850 0.6922 -0.5576 -0.0530 -0.2089
H 1.8717 -0.2802 -1.8088 -0.4357 -0.1148 0.3854 0.2530
H 1.8350 1.9282 1.9278 -0.4259 -0.6368 -0.0545 0.2636
H 2.6322 -0.6443 2.4824 -0.6037 0.1645 -0.4164 0.2898
H -2.9398 -0.8193 0.8345 0.3663 0.1154 0.0740 0.2428
H 0.4533 -3.0444 -0.7106 0.2228 0.2649 0.0490 0.2526
H -1.6048 -1.7869 2.9275 0.5597 0.4358 -0.1474 0.2665
Mn 0.2370 -0.5183 0.7415 -1.6158 1.3736 1.2325 1.2266
C -1.9331 -1.6321 -1.8006 0.4059 0.8483 -0.0346 -0.0632
C -3.4413 -1.8980 -1.7803 0.0406 -0.1703 -0.0672 -0.6081
C -1.2368 -2.5719 -2.7920 -0.1282 0.0172 0.0414 -0.6107
H -3.6348 -2.9185 -1.4367 0.0032 0.0978 0.0476 0.2110
H -3.8403 -1.7762 -2.7873 -0.0148 -0.0321 0.1747 0.2551
H -3.9597 -1.2004 -1.1182 0.0024 -0.0586 -0.0599 0.2033
H -1.4276 -3.6144 -2.5134 0.0710 0.1184 -0.0749 0.2182
H -0.1513 -2.4096 -2.8242 -0.1873 0.0185 0.0090 0.2026
H -1.6435 -2.4004 -3.7930 0.0677 -0.0700 0.1036 0.2346
C -1.6204 -0.1637 -2.1787 -0.0387 0.1689 -0.3387 -0.5224
C -2.1589 0.3385 -3.5145 0.3133 0.2624 -0.1749 0.7054
H -0.5215 -0.0471 -2.1883 -0.4196 -0.0373 0.0313 0.2159
H -2.0041 0.5312 -1.4053 0.0880 -0.3069 -0.2242 0.2318
O -3.0677 -0.1705 -4.1493 0.2732 0.1344 0.1904 -0.6235
N -1.5273 1.4652 -3.9807 -0.1461 0.3227 0.0888 -0.6305
C -0.3631 2.1443 -3.4153 -0.5236 -0.1798 0.0130 -0.2500
H -1.9111 1.8347 -4.8426 0.0754 -0.1655 0.1619 0.4079
C 0.9549 1.5556 -3.8716 0.1762 -0.1053 -0.1985 0.0399
C 2.1352 2.1887 -3.4827 0.0414 -0.2050 -0.1031 -0.2524
H 2.0625 3.0840 -2.8664 0.1628 -0.1060 -0.0970 0.2112
C 3.3708 1.6853 -3.8782 -0.0980 -0.0184 -0.0184 -0.1882
H 4.2813 2.1895 -3.5619 -0.1384 -0.1178 -0.0888 0.2196
C 3.4363 0.5429 -4.6806 -0.1514 -0.0439 0.0264 -0.2229
H 4.4008 0.1523 -5.0021 -0.2131 0.0989 0.1003 0.2205
C 2.2591 -0.0931 -5.0762 -0.1227 0.2038 0.1502 -0.2020
H 2.2843 -0.9823 -5.7044 0.0917 0.2043 0.1293 0.2199
C 1.0184 0.4150 -4.6760 0.1878 0.0951 0.0841 -0.2554
H 0.0970 -0.0658 -5.0060 0.2670 0.0869 0.0988 0.2283
H -0.4203 2.1297 -2.3141 -0.0041 0.0006 -0.3557 0.2084
H -0.4210 3.2040 -3.7015 0.0287 -0.2742 0.0261 0.2236
O -0.8118 2.7026 4.2309 0.0099 -0.2273 -0.5865 -0.6934
C -0.5344 1.9331 5.2926 0.1270 -0.3061 0.7430 0.3698
C -0.7321 2.4716 6.5817 0.2025 -0.4129 -0.0846 -0.2908
C -0.4174 1.6901 7.6965 0.0273 -0.1020 -0.2828 -0.1751
C 0.0864 0.3809 7.5581 0.0069 -0.0021 0.0201 -0.2774
C 0.2741 -0.1485 6.2903 -0.1734 0.4784 0.2074 -0.1349
C -0.0360 0.6098 5.1683 -0.3331 0.8989 0.2157 -0.2722
C 0.1646 -0.0033 3.8463 0.3689 -0.6672 -0.2030 0.7834
O 0.7602 -1.1077 3.7940 -0.7833 1.3069 -0.5306 -0.7127
O -0.3193 0.6782 2.8426 0.4696 -1.1892 -0.3479 -0.8296
H -0.6772 2.1047 3.4207 -0.1396 0.2858 0.7700 0.5130
H -1.1259 3.4926 6.6636 0.2102 -0.5070 0.0476 0.2212
H -0.5666 2.1092 8.6911 0.0331 -0.1143 -0.1903 0.2090
H 0.3404 -0.2457 8.4141 -0.1595 0.3999 -0.0479 0.2100
H 0.6605 -1.1439 6.0871 -0.0619 0.1532 0.3056 0.2375
```
Forces are in eV/Å.

As for the spin multiplicity: 5. As for the maximum force: 0.0477 Eh/bohr. Its net charge is 0. For the energy, the calculation gives -2629.75388 hartree. The calculation puts the HOMO-LUMO gap (alpha / beta) at 0.2201 / 0.2644 Eh. The calculation puts the relative energy (zero: lowest compared OMol25 entry of this formula, charge and spin) at 0.0 kcal per mole.



Record 2
DFT (ωB97M-V with the def2-TZVPD basis set) results for an isolated molecule of C29H30N6O6 in a non-equilibrium geometry.

```
71
Properties=species:S:1:pos:R:3:forces:R:3:nbo_charge:R:1
C 2.7662 3.9448 4.6133 0.1492 -0.0494 -0.1614 -0.6105
C 2.8833 3.8233 3.1000 -0.1284 0.0833 0.0711 -0.3783
H 3.6372 3.0716 2.8528 0.0401 0.0279 -0.0826 0.1916
H 3.2118 4.7756 2.6788 0.0589 -0.0445 -0.0514 0.2062
C 1.5381 3.4423 2.4607 0.3254 0.0165 -0.1092 -0.4610
C 1.1245 2.0681 2.8448 0.0242 -0.0230 -0.1701 0.4185
N 0.3291 1.8075 3.8598 -0.1943 0.3040 0.1461 -0.5078
C 0.1732 0.4714 3.9107 0.4086 -0.5047 -0.4410 0.2770
C 0.9135 -0.1161 2.8827 -0.3762 0.2711 0.5099 -0.1206
N 1.5379 0.9388 2.2277 -0.0100 0.1212 0.3155 -0.3169
C 2.3037 0.8921 1.0090 0.3429 0.0577 -0.4809 -0.2406
C 1.4589 0.9826 -0.2455 0.0225 -0.0455 -0.0093 -0.0513
C 2.0911 0.8679 -1.4797 -0.0321 0.0674 0.1256 -0.2054
C 1.3881 1.0462 -2.6535 -0.1007 0.0583 0.0313 -0.2071
C 0.0254 1.3374 -2.6266 0.1879 0.0030 0.3170 -0.0005
C -0.6151 1.3994 -1.3921 0.0612 0.0474 -0.1305 -0.2362
C 0.0933 1.2247 -0.2157 0.0727 -0.0472 0.1080 -0.1753
H -0.4306 1.3024 0.7263 -0.0283 0.0112 0.1236 0.2152
H -1.6703 1.6269 -1.3447 -0.0987 0.0171 0.0018 0.2273
C -0.6999 1.6699 -3.8650 -0.2227 0.0830 -0.2663 0.0541
C -0.1419 2.5868 -4.7516 -0.0046 -0.0607 -0.0140 -0.2237
C -0.8352 3.0095 -5.8703 -0.0020 0.0103 -0.0512 -0.1910
C -2.1133 2.5353 -6.1177 -0.0245 0.0357 -0.0350 -0.2110
C -2.6814 1.6151 -5.2575 0.0411 -0.0024 0.0583 -0.1557
C -1.9770 1.1684 -4.1452 0.1985 0.3192 -0.2239 -0.1201
C -2.5663 0.1323 -3.3126 0.1561 -1.0024 0.3203 0.3120
N -3.7538 0.1101 -2.7455 0.2342 1.0864 -0.6289 -0.3055
N -3.8386 -1.0460 -2.1023 -0.7737 -0.4053 0.5408 -0.0714
N -2.7890 -1.7391 -2.2451 0.8152 -0.9882 0.1265 -0.0704
N -1.9471 -1.0371 -3.0082 -0.9610 1.0297 -0.1997 -0.3710
H -1.0342 -1.3744 -3.2917 0.1423 -0.1395 0.0670 0.4505
H -3.6710 1.2245 -5.4391 -0.0834 -0.0509 -0.0224 0.2288
H -2.6634 2.8779 -6.9807 -0.0459 0.0252 -0.0758 0.2188
H -0.3825 3.7218 -6.5440 0.0323 0.0667 -0.0480 0.2169
H 0.8392 2.9868 -4.5418 0.0717 0.0537 0.0335 0.2171
H 1.8937 0.9518 -3.6020 0.0572 -0.0191 -0.1128 0.2226
H 3.1488 0.6510 -1.5164 0.1469 -0.0454 -0.0254 0.2130
H 3.0052 1.7327 1.0164 -0.0796 -0.1076 0.0681 0.2219
H 2.8919 -0.0265 0.9903 -0.0551 0.2880 0.0363 0.2516
C 0.9942 -1.5069 2.5203 -0.0625 -0.4246 -0.0805 0.7948
O 0.1782 -2.3510 2.8425 0.2016 0.0618 -0.0135 -0.6512
O 2.0784 -1.8218 1.7718 0.0960 0.4402 0.3293 -0.5130
C 2.0935 -3.1230 1.1930 -0.4362 -0.3339 -0.4069 -0.1235
C 1.2545 -3.1094 -0.0364 -0.8131 -0.4372 0.4368 0.1483
C -0.0209 -3.4519 -0.2869 1.0219 0.0397 0.6866 0.3029
C -1.0833 -4.1020 0.5064 -0.0148 -0.0364 -0.1236 -0.6843
H -2.0467 -3.7535 0.1414 -0.0889 0.0281 0.0541 0.2587
H -1.0411 -5.1842 0.3932 -0.0517 -0.0693 -0.0355 0.2339
H -0.9650 -3.8466 1.5563 -0.0251 -0.0116 -0.0183 0.2671
O -0.3027 -3.0680 -1.5745 -0.1299 -0.1054 -0.2232 -0.4436
C 0.7844 -2.4556 -2.0702 0.0574 0.2252 -0.3171 0.9699
O 0.8352 -1.9435 -3.1515 0.0015 -0.0320 -0.1916 -0.6157
O 1.7661 -2.4833 -1.1649 0.2898 0.0869 -0.0801 -0.4433
H 1.7022 -3.8554 1.9047 0.1540 0.0694 -0.1720 0.2346
H 3.1372 -3.3240 0.9484 -0.1124 -0.0263 0.0878 0.2230
C -0.7113 -0.1599 4.9578 -0.4859 0.2926 -0.0029 0.1941
C -0.7866 0.7549 6.1808 0.0443 -0.2934 -0.2792 -0.6073
H 0.1945 0.8189 6.6421 0.1139 0.0656 0.0707 0.2166
H -1.1065 1.7468 5.8823 -0.0347 0.0944 0.0551 0.2266
H -1.4833 0.3341 6.8995 -0.0906 -0.0693 0.0583 0.2134
O -0.2032 -1.3967 5.4031 0.1113 -0.2696 0.1233 -0.7262
H -0.2309 -2.0186 4.6600 -0.0166 0.0930 0.0726 0.4893
C -2.1057 -0.3378 4.3310 0.2575 -0.0483 0.1723 -0.6218
H -2.7726 -0.7880 5.0618 -0.0781 -0.0301 0.0909 0.2170
H -2.0426 -0.9915 3.4630 -0.0263 -0.0292 -0.0914 0.2154
H -2.5049 0.6250 4.0251 -0.0794 0.1111 -0.0704 0.2146
H 0.7708 4.1273 2.8223 -0.0485 -0.0459 -0.0873 0.2411
H 1.5965 3.5278 1.3737 -0.0648 0.0446 -0.0157 0.2235
H 2.3802 3.0226 5.0395 -0.0225 -0.0494 0.1302 0.2180
H 2.0833 4.7485 4.8765 -0.0899 0.0829 0.0832 0.2054
H 3.7369 4.1566 5.0550 0.0551 0.0282 0.0972 0.2099
```
Forces are in eV/Å.

As for the maximum force: 0.0277 Eh/bohr. Its net charge is 0. For the energy, the calculation gives -1903.11673 hartree. The calculation puts the HOMO-LUMO gap at 0.3408 Eh. As for the SMILES: CCCc1nc(C(C)(C)O)c(C(=O)OCc2oc(=O)oc2C)n1Cc1ccc(-c2ccccc2-c2nnn[nH]2)cc1.



Record 3
DFT (ωB97M-V with the def2-TZVPD basis set) results for the ion C29H30NO2 with charge +1 in a non-equilibrium geometry.

```
62
Properties=species:S:1:pos:R:3:forces:R:3:nbo_charge:R:1
C -6.0408 2.4080 0.8888 -0.0081 0.7177 0.1818 -0.0652
C -5.3236 1.0754 0.6320 -0.2030 -0.3048 0.0882 -0.4576
C -3.8895 1.4445 0.8094 0.6360 1.2196 0.8174 -0.1015
C -3.7976 2.8293 1.0610 0.3969 -0.5722 -0.3620 0.3284
O -5.0060 3.4548 1.1406 -0.0908 -1.0698 -0.3327 -0.4755
C -2.5370 3.4221 1.2402 -1.0429 -0.1847 0.0519 -0.2941
C -1.4191 2.6146 1.0939 0.4555 -0.4058 -0.3128 -0.1301
C -1.4782 1.2366 0.7868 -0.0552 0.0909 0.4176 -0.1090
C -0.1944 0.3750 0.6052 -0.0319 1.4472 1.7189 -0.2371
C 1.0868 1.1850 0.3461 -0.2395 -0.4359 -0.7538 -0.0558
C 2.3001 0.6297 0.7641 0.2469 0.5103 0.0501 -0.2440
C 3.4635 1.3631 0.6140 -0.7133 1.0412 -0.2845 -0.0177
C 3.3953 2.6928 0.1385 -0.3592 -0.5093 0.4338 0.3100
O 4.5402 3.3958 0.3500 0.2084 -1.0700 0.1206 -0.4703
C 5.5127 2.4473 0.9573 0.2022 0.7691 -0.1754 -0.0664
C 4.8309 1.0862 1.1199 0.3198 -0.2702 0.0478 -0.4732
C 2.2101 3.2124 -0.4074 1.0567 -0.2782 -0.0211 -0.2590
C 1.1007 2.3806 -0.4051 -0.4222 -0.3817 0.6230 -0.1912
C -2.7540 0.6536 0.8598 -0.4509 -0.0201 -0.5366 -0.1280
H -6.6315 2.7376 0.0258 0.1975 0.0052 0.2660 0.1967
H -6.6917 2.3665 1.7714 0.2487 0.1487 -0.2138 0.1970
H -5.6333 0.2939 1.3393 -0.0365 0.1556 -0.2046 0.2258
H -5.5163 0.7131 -0.3898 0.0616 0.0347 0.3131 0.2197
H -2.4505 4.4764 1.4867 0.0326 -0.1978 -0.0004 0.2346
H -0.4467 3.0706 1.2553 -0.2337 -0.0079 -0.1302 0.2139
H -0.0584 -0.0714 1.6108 0.1134 -0.0101 -0.2538 0.2136
H 2.3785 -0.3471 1.2545 -0.2132 0.4062 0.0953 0.1907
H 6.3720 2.4017 0.2802 -0.1957 0.0907 0.1716 0.1981
H 5.8324 2.8617 1.9199 -0.1222 0.0756 -0.3107 0.2023
H 4.8032 0.7495 2.1619 0.1209 0.0799 -0.1440 0.2269
H 5.3465 0.3191 0.5281 -0.0795 0.0866 0.1315 0.2161
H 2.1856 4.2293 -0.7924 -0.0335 -0.2786 -0.0830 0.2431
H 0.1754 2.6947 -0.8920 0.3124 0.0821 0.2937 0.2364
H -2.9374 -0.4114 0.9742 0.2477 0.2966 -0.4012 0.2065
C -4.0547 -2.6567 -0.1308 0.1843 0.0404 -0.1026 -0.2053
C -3.7156 -1.8942 -1.2536 0.2482 0.0045 -0.1037 -0.2083
C -2.4182 -1.4003 -1.4034 -0.0781 -0.0930 0.3314 -0.1453
C -1.4953 -1.6054 -0.3730 0.3469 -0.3156 -0.1979 -0.0278
C -0.2131 -0.7773 -0.3674 -0.1115 -0.9988 -1.1746 -0.3264
C 0.8874 -1.7279 0.0012 0.6429 -0.2181 -0.9940 0.3793
N 1.7855 -2.1868 -0.8167 -1.0763 0.9102 1.1056 -0.2809
C 2.7855 -3.1650 -0.3537 0.2495 -0.4216 0.1761 -0.2301
C 3.7889 -3.2955 -1.5029 0.2618 -0.1575 0.2475 -0.4204
C 3.2807 -2.4316 -2.6724 -0.1096 -0.0261 -0.2188 -0.4186
C 2.0266 -1.6832 -2.1903 0.0040 0.0630 -0.5418 -0.2453
C -1.7778 -2.4576 0.6951 -0.6814 -0.0110 -0.2445 -0.2371
C -3.0766 -2.9715 0.8153 0.2885 0.0321 0.0264 -0.1938
H -5.0761 -3.0263 -0.0120 0.3738 0.1275 -0.0128 0.2354
H -4.4610 -1.6546 -2.0099 0.1174 -0.1757 0.1585 0.2312
H -2.1167 -0.8078 -2.2769 -0.3260 -0.1433 0.4343 0.2160
H -0.0609 -0.4106 -1.3976 0.0410 -0.0608 0.4212 0.2416
H 0.9431 -2.0970 1.0385 -0.0983 0.0621 -0.6086 0.2235
H 3.2537 -2.8056 0.5781 -0.2456 -0.0109 -0.3826 0.2265
H 2.2833 -4.1191 -0.1253 0.0844 0.4144 -0.1493 0.2328
H 4.7714 -2.9557 -1.1595 -0.1678 -0.1567 -0.1796 0.2326
H 3.8658 -4.3482 -1.7871 0.1507 0.2449 -0.0216 0.2393
H 4.0434 -1.7154 -2.9932 -0.1794 -0.2126 0.0103 0.2385
H 3.0190 -3.0601 -3.5295 0.1573 0.1648 0.1491 0.2346
H 1.1578 -1.8889 -2.8377 0.2477 -0.0034 0.4396 0.2372
H 2.1877 -0.5901 -2.1924 -0.1773 -0.4527 0.4065 0.2479
H -1.0191 -2.6705 1.4520 -0.4602 0.0851 -0.0863 0.2074
H -3.3225 -3.5880 1.6762 -0.0127 0.0484 -0.1895 0.2314
```
Forces are in eV/Å.

As for the maximum force: 0.0437 Eh/bohr. Its net charge is +1. For the energy, the calculation gives -1328.03629 hartree. The calculation puts the HOMO-LUMO gap at 0.2406 Eh. The calculation puts the relative energy (zero: lowest compared OMol25 entry of this formula, charge and spin) at 13.8 kcal per mole. As for the SMILES: C([C@@H](c1ccccc1)C(c1ccc2c(c1)CCO2)c1ccc2c(c1)CCO2)=[N+]1CCCC1.